Record 1
Computed, not measured: a structure of composition C25H17Cl2N3O3PtS, with wB97M-V/def2-TZVPD.

* HOMO level (alpha / beta): -6.428 / -7.366 eV
* ΔE to the lowest compared entry with this formula, charge and spin: 402.22 kJ/mol
* 2S+1: 3

XYZ file:
```
52
Properties=species:S:1:pos:R:3:forces:R:3:mulliken_spin:R:1
Pt -0.092409 -0.607119 0.972782 -0.3 -0.5 0.0 0.8291
C -7.413015 3.787036 -0.278755 -0.1 0.0 0.0 -0.0004
C -6.225523 2.973530 0.147283 0.0 -0.1 0.0 0.0092
C -6.392685 1.718011 0.728119 0.0 0.1 0.0 -0.0045
C -5.302122 0.977145 1.149466 0.0 0.0 0.1 0.0131
C -4.024648 1.493586 0.985050 0.0 -0.2 -0.2 0.0069
C -3.833035 2.736586 0.405889 0.1 0.1 -0.1 0.0106
C -4.933654 3.470274 -0.004005 0.0 0.0 0.0 -0.0047
S -2.638939 0.513696 1.469753 0.3 0.4 0.2 0.0762
O -3.056724 -0.253311 2.610104 -0.1 -0.1 -0.1 0.0015
O -1.492555 1.408763 1.602576 -0.3 0.2 0.3 0.0354
N -2.159501 -0.417159 0.199273 0.1 -0.2 0.0 0.0084
C -2.672531 -1.635571 0.050564 -0.2 0.6 -0.1 0.7706
C -3.763858 -2.386134 0.109156 0.2 -0.4 0.1 -0.0282
C -3.665188 -3.844275 0.040482 -0.1 0.0 0.0 0.0421
C -2.588584 -4.566857 -0.296171 -0.1 0.0 0.0 -0.0885
C -1.332294 -3.927279 -0.732599 0.2 0.0 0.0 -0.0837
C -0.994624 -3.830570 -2.074854 0.0 0.0 0.0 0.1176
C 0.095195 -3.068911 -2.495888 0.0 0.0 0.1 -0.0192
C 0.807082 -2.370975 -1.549452 -0.1 -0.1 0.0 0.0800
N 0.526620 -2.483501 -0.239908 0.2 -0.1 -0.1 0.0634
C -0.449583 -3.281059 0.139545 -0.1 0.0 0.0 0.0605
H -8.276576 3.152399 -0.473610 0.0 0.0 0.0 0.0001
H -7.197962 4.358619 -1.181346 0.0 0.0 0.0 0.0003
H -7.693581 4.498081 0.501063 0.0 0.0 0.0 0.0007
H -7.390491 1.316913 0.856909 0.0 0.0 0.0 -0.0003
H -5.434764 0.013619 1.622337 0.0 0.0 0.0 -0.0027
H -2.830155 3.122929 0.286439 0.0 0.0 0.0 -0.0002
H -4.786645 4.445762 -0.451507 0.0 0.0 0.0 0.0000
H -4.754295 -1.965392 0.264681 0.0 0.1 0.0 0.0185
H -4.569082 -4.392425 0.284483 0.0 0.0 0.0 -0.0011
H -2.648410 -5.647226 -0.331559 0.0 0.0 0.0 0.0003
H -1.632446 -4.317385 -2.801606 0.0 0.0 0.0 0.0051
H 0.344719 -2.982494 -3.543261 0.0 0.0 0.0 0.0000
H 1.609294 -1.691914 -1.805219 0.0 0.0 0.0 0.0033
Cl -0.534066 -6.099669 2.265580 0.0 0.0 0.0 -0.0004
C 0.585112 -4.886865 2.767149 -0.1 0.0 -0.1 0.0031
C 1.592712 -5.280353 3.661304 0.1 0.1 0.0 0.0019
C 2.497581 -4.355990 4.072987 -0.1 0.0 -0.1 -0.0008
Cl 3.739643 -4.845673 5.176000 0.0 0.0 0.0 0.0002
C 2.438168 -3.010997 3.615342 0.1 -0.1 0.1 0.0029
C 3.388324 -2.057689 4.042107 0.0 0.1 0.0 -0.0044
C 3.302908 -0.771189 3.602942 0.0 -0.2 0.0 0.0063
C 2.258569 -0.441698 2.732698 -0.1 -0.1 0.0 0.0045
N 1.359271 -1.306325 2.302688 0.2 0.3 -0.1 0.0583
C 1.412233 -2.615910 2.717994 -0.1 0.1 -0.1 0.0044
C 0.461944 -3.605185 2.286441 0.0 -0.1 0.1 -0.0226
O -0.642165 -3.384659 1.498222 0.1 0.0 0.0 0.0285
H 1.629055 -6.303594 4.002445 0.0 0.0 0.0 0.0000
H 4.169871 -2.369941 4.718257 0.0 0.0 0.0 -0.0002
H 4.004886 -0.007251 3.901207 0.0 0.0 0.0 -0.0001
H 2.147453 0.573026 2.377845 0.0 0.0 0.0 -0.0011
```
Positions in Å, forces in eV/Å.

---

Record 2
Computed, not measured: the molecule C25H17ClN2O6, with wB97M-V/def2-TZVPD.

* SMILES string: O=C(CNC(=O)c1ccc(N2C(=O)c3ccccc3C2=O)cc1)OCC(=O)c1ccc(Cl)cc1
* HOMO level: -9.215 eV

XYZ file:
```
51
Properties=species:S:1:pos:R:3:forces:R:3:nbo_charge:R:1
O -5.868074 -0.579866 0.980351 0.0 0.0 -0.1 -0.5806
C -5.346111 0.254084 0.292870 -0.3 0.1 0.3 0.7974
C -5.385648 1.759244 0.524216 0.0 0.0 0.0 -0.3290
N -4.019237 2.162180 0.781663 0.0 0.1 0.4 -0.6050
C -3.260769 2.656862 -0.240591 -0.1 0.1 0.2 0.6709
O -3.747649 3.186646 -1.218585 0.0 0.0 -0.2 -0.6109
C -1.788679 2.465289 -0.077879 0.3 0.0 -0.2 -0.1413
C -1.159398 2.241372 1.143257 -0.1 0.1 -0.2 -0.1817
C 0.191270 1.954259 1.188324 0.1 0.0 0.0 -0.1676
C 0.926128 1.882630 0.010436 -0.4 0.1 0.0 0.1318
N 2.302965 1.557118 0.061000 -0.4 0.1 0.0 -0.4913
C 2.821494 0.507830 0.817358 -0.1 -0.2 0.1 0.6848
O 2.175287 -0.260219 1.484063 0.1 0.0 0.0 -0.5606
C 4.284539 0.539141 0.590673 0.5 0.3 -0.3 -0.0648
C 5.287552 -0.262698 1.094685 -0.2 0.1 0.0 -0.1868
C 6.592500 0.011164 0.696893 -0.1 -0.1 0.1 -0.1885
C 6.873445 1.051722 -0.175429 0.0 0.1 -0.1 -0.1904
C 5.860357 1.858551 -0.684654 -0.2 0.0 0.0 -0.1528
C 4.567366 1.585868 -0.289441 0.3 -0.5 0.4 -0.1483
C 3.291848 2.250340 -0.646815 0.1 0.3 -0.2 0.6926
O 3.101995 3.189116 -1.372408 0.1 -0.1 0.0 -0.5272
C 0.316004 2.135099 -1.211735 0.1 -0.1 0.1 -0.2107
C -1.031975 2.430038 -1.246396 -0.2 0.0 0.1 -0.1530
O -4.563606 -0.018253 -0.764797 0.1 0.0 -0.4 -0.5041
C -3.954075 -1.293067 -0.794020 -0.1 0.0 0.3 -0.1862
C -2.770286 -1.263977 0.180946 -0.4 0.1 -0.2 0.5544
O -2.730854 -0.419515 1.047379 0.1 -0.2 0.0 -0.5565
C -1.698753 -2.254278 -0.009315 0.6 -0.3 0.2 -0.1174
C -1.859850 -3.427528 -0.748279 0.0 0.3 0.2 -0.1829
C -0.807449 -4.309837 -0.889454 0.2 -0.1 0.0 -0.2442
C 0.418975 -4.018492 -0.303559 -0.4 0.2 0.0 -0.0042
Cl 1.730695 -5.115838 -0.499384 0.2 -0.2 0.0 0.0209
C 0.596567 -2.857943 0.436021 0.1 -0.1 0.0 -0.2421
C -0.462832 -1.988040 0.585245 -0.2 0.0 -0.1 -0.1453
H -5.720672 2.284950 -0.373951 0.0 -0.1 0.1 0.2605
H -6.030303 1.989430 1.374398 0.0 -0.1 -0.2 0.2222
H -3.539920 1.574237 1.451058 0.0 0.1 -0.2 0.4139
H -1.706970 2.309710 2.070695 -0.1 0.0 0.1 0.2166
H 0.677119 1.776551 2.135238 0.0 0.0 0.1 0.2233
H 5.062326 -1.069293 1.774785 0.0 -0.1 0.1 0.2345
H 7.400444 -0.596989 1.074995 0.1 0.0 0.0 0.2225
H 7.896440 1.239444 -0.464876 0.1 0.0 0.0 0.2225
H 6.070473 2.669563 -1.364099 0.0 0.1 -0.1 0.2354
H 0.893627 2.101799 -2.121741 0.0 0.0 -0.1 0.2331
H -1.529407 2.624787 -2.184396 0.0 0.0 -0.1 0.2412
H -4.666149 -2.065679 -0.474818 0.1 0.0 -0.1 0.2319
H -3.628926 -1.465511 -1.819721 0.0 0.0 0.1 0.2187
H -2.811529 -3.667005 -1.196203 -0.1 0.0 -0.1 0.2180
H -0.929658 -5.222332 -1.451676 0.0 -0.1 0.0 0.2309
H 1.546026 -2.629927 0.892955 0.1 0.0 0.0 0.2459
H -0.336014 -1.081209 1.156389 0.0 0.1 0.0 0.2498
```
Positions in Å, forces in eV/Å.

---

Record 3
Computed, not measured: a structure of composition C25H18Br2F6INO4PPmS2 in a non-equilibrium geometry, with wB97M-V/def2-TZVPD.

* net charge: +2
* HOMO level (alpha / beta): -13.694 / -13.695 eV
* ΔE to the lowest compared entry with this formula, charge and spin: 0.00 kJ/mol
* 2S+1: 5

XYZ file:
```
61
Properties=species:S:1:pos:R:3:forces:R:3:mulliken_spin:R:1
Pm 0.201062 -0.624756 -2.021416 4.4 -2.3 3.9 4.0153
I 0.515317 -3.204074 -0.453166 -0.3 -0.6 1.6 -0.0075
C -0.303315 -3.230357 1.640706 0.1 -0.3 -0.8 -0.0017
C -0.689314 -4.501216 1.981951 0.3 0.3 -0.6 0.0006
C -1.129069 -4.780312 3.280023 0.0 0.2 0.3 -0.0002
C -1.119882 -3.779033 4.206513 0.0 -0.2 -0.2 0.0011
C -0.727943 -2.465934 3.867778 0.1 0.0 -0.3 -0.0040
C -0.735502 -1.483869 4.881039 0.1 0.3 -0.1 0.0009
C -0.392616 -0.187577 4.620423 -0.1 -0.2 0.2 -0.0006
C -0.066008 0.168619 3.314467 0.0 -0.4 -0.3 0.0013
C -0.037363 -0.749564 2.277075 0.1 0.4 -0.1 0.0029
P 0.296334 0.123997 0.689235 -0.2 0.5 1.8 -0.0029
C -1.020078 1.407530 0.712458 0.1 -0.2 -0.3 0.0016
C -2.262532 0.956135 0.253200 0.2 0.0 0.1 0.0010
C -3.294535 1.852230 0.044666 0.0 0.0 0.0 0.0002
C -3.095720 3.202667 0.300461 0.0 -0.1 -0.1 0.0002
C -1.887657 3.643472 0.815848 0.1 0.1 0.0 -0.0001
C -0.845315 2.753752 1.026491 0.0 -0.2 -0.1 0.0011
C 1.861070 0.997371 1.024790 -0.1 -0.1 -0.5 -0.0010
C 2.808876 0.514876 1.922772 -0.2 0.0 -0.1 -0.0004
C 4.014509 1.180725 2.070937 0.0 0.0 0.0 0.0001
C 4.280092 2.322399 1.332608 0.0 0.0 0.0 -0.0001
C 3.359839 2.780441 0.400683 0.0 0.0 0.0 0.0002
C 2.163562 2.105902 0.224952 -0.1 0.0 0.2 -0.0020
C -0.333111 -2.123853 2.520166 0.0 0.2 0.3 0.0016
H -0.640178 -5.299377 1.257195 0.0 -0.1 0.0 0.0002
H -1.440705 -5.780813 3.532378 0.0 -0.1 0.0 -0.0001
H -1.416320 -3.975937 5.224837 0.0 0.0 0.1 0.0001
H -1.022983 -1.782023 5.877429 0.0 -0.1 0.1 0.0001
H -0.392734 0.561898 5.395915 0.0 0.0 0.1 0.0000
H 0.170550 1.203909 3.107182 0.0 0.0 0.0 -0.0006
H -2.417615 -0.109843 0.080018 0.0 0.2 0.0 -0.0012
H -4.243208 1.498739 -0.327725 -0.1 0.0 0.0 0.0000
H -3.885052 3.908460 0.098565 -0.1 0.1 0.0 0.0000
H -1.745696 4.688572 1.046706 0.0 0.1 0.0 0.0000
H 0.095363 3.110684 1.424264 0.0 0.0 0.0 0.0000
H 2.599223 -0.367526 2.509631 0.0 0.0 0.1 -0.0001
H 4.746204 0.801301 2.766802 0.1 0.0 0.1 0.0000
H 5.206282 2.852860 1.480027 0.1 0.1 0.0 0.0000
H 3.577643 3.654538 -0.191698 0.0 0.1 -0.1 0.0000
H 1.437281 2.465042 -0.498900 0.1 0.1 0.0 0.0016
Br 2.473712 -2.382813 -3.525623 0.2 -0.2 -0.3 -0.0012
C 3.752089 -0.930984 -3.400624 -0.2 0.1 0.1 0.0003
Br 3.057249 0.288615 -2.040944 1.1 0.3 -0.1 0.0007
H 3.809469 -0.402144 -4.353694 -0.1 -0.2 0.2 0.0000
H 4.719564 -1.319281 -3.073292 -0.4 0.1 0.0 0.0000
F -2.299519 -2.856185 -5.188497 -0.2 0.7 0.3 0.0000
C -2.065683 -2.379313 -4.000003 0.3 -0.7 0.5 0.0013
F -0.691247 -2.384729 -3.805900 -0.1 0.2 -0.3 0.0002
F -2.528212 -3.184442 -3.055024 -0.4 0.3 -0.3 0.0000
S -2.596703 -0.616989 -3.542184 -0.6 -1.0 -1.9 -0.0005
O -1.788043 -0.538935 -2.322165 -3.1 0.3 0.5 -0.0018
O -3.983520 -0.571255 -3.374372 -0.6 0.1 -0.1 0.0006
N -2.012846 0.332116 -4.631448 -0.4 -0.1 -0.2 -0.0001
S -0.568791 0.894494 -4.697044 -0.5 1.8 0.2 -0.0011
O -0.143658 1.331383 -5.955763 -0.1 0.1 -0.6 -0.0006
O 0.377414 0.058955 -3.943535 0.6 0.6 -3.0 -0.0076
C -0.490619 2.364355 -3.489244 0.6 0.4 0.4 0.0004
F -1.454027 3.243646 -3.491508 0.2 -0.6 -0.4 0.0002
F -0.449098 1.799857 -2.209861 -0.3 0.1 -0.2 0.0015
F 0.693718 2.943598 -3.616557 -0.4 -0.1 -0.4 0.0002
```
Positions in Å, forces in eV/Å.

---

| no. | energy (Ha) |
| --- | --- |
| 1 | -2790.59373 |
| 2 | -1984.12024 |
| 3 | -9109.66861 |